ORCA calculation (the ωB97M-V functional and the def2-TZVPD basis) on a single C23H32N4O2 molecule.

```
61
C23H32N4O2, DFT the ωB97M-V functional and the def2-TZVPD basis
C -5.8330 -2.4777 -2.2328
H -6.4363 -1.5859 -2.0865
C -4.6701 -2.5151 -1.2479
C -5.1149 -2.7034 0.2031
C -6.0070 -1.5717 0.7184
N -5.3483 -0.2893 0.6302
C -5.7655 0.6703 -0.2086
O -6.7742 0.5855 -0.8853
C -4.8991 1.9302 -0.2823
H -4.2473 1.8181 -1.1545
H -5.5838 2.7527 -0.4987
C -4.0662 2.2637 0.9638
C -2.7681 1.4717 0.9765
O -2.6962 0.3606 1.4755
N -1.7476 2.1009 0.3536
C -0.4354 1.6525 0.1209
C 0.0589 0.4754 0.6329
C 1.3784 0.0829 0.3615
C 2.2033 0.9054 -0.4500
N 3.4729 0.5983 -0.7568
C 4.0019 -0.5226 -0.2994
N 5.2662 -0.8136 -0.7157
C 6.0026 0.1889 -1.4581
H 5.2800 0.8325 -1.9575
C 6.8943 1.0021 -0.5184
C 7.8392 0.0712 0.2385
C 7.0394 -1.0149 0.9542
H 7.7098 -1.7269 1.4384
C 6.1468 -1.7464 -0.0541
H 5.5822 -2.5360 0.4381
H 6.7746 -2.2127 -0.8226
H 6.4082 -0.5610 1.7216
H 8.4311 0.6383 0.9595
H 8.5299 -0.3967 -0.4679
H 7.4619 1.7363 -1.0915
H 6.2572 1.5373 0.1881
H 6.6166 -0.3256 -2.2048
C 3.2516 -1.4071 0.5285
C 1.9597 -1.1199 0.8604
C 1.1658 -2.0442 1.7292
H 0.2768 -2.3887 1.2033
H 1.7595 -2.9095 2.0144
H 0.8416 -1.5301 2.6329
H 3.6941 -2.3193 0.8964
C 1.6709 2.1108 -0.9549
C 0.3860 2.4745 -0.6745
H -0.0150 3.4003 -1.0657
H 2.3082 2.7305 -1.5657
H -0.5744 -0.1459 1.2416
H -1.9467 3.0077 -0.0471
H -3.8476 3.3334 0.9754
H -4.6363 2.0212 1.8621
H -4.4472 -0.2187 1.0921
H -6.2686 -1.7655 1.7648
H -6.9258 -1.5036 0.1339
H -5.6638 -3.6424 0.2982
H -4.2273 -2.7645 0.8382
H -4.0008 -3.3388 -1.5094
H -4.0969 -1.5889 -1.3310
H -6.4666 -3.3536 -2.1087
H -5.4588 -2.4676 -3.2542
```

2S+1   1
LUMO energy   0.479 eV
HOMO level   -7.5 eV